Entry 1:
45
Properties=species:S:1:pos:R:3:forces:R:3 method="wB97M-V/def2-TZVPD" energy_ev=-55287.873 homo_lumo_gap_ev=7.0 total_charge=-1 relative_energy_ev=0.3924 homo_energy_ev=-4.774
Mg 0.858459 -0.300993 -0.417299 0.6 0.3 0.2
I -3.020143 1.476919 6.008752 0.1 -0.1 -0.3
C -2.241698 0.814097 4.157162 -0.2 0.1 0.5
C -3.020996 0.010659 3.342462 0.1 0.0 -0.1
C -2.483034 -0.402909 2.142642 0.0 -0.2 -0.4
I -3.598654 -1.590894 0.811489 0.0 0.1 0.2
C -1.167907 -0.080752 1.703396 -0.2 0.0 0.0
O -0.715374 -0.514475 0.587045 -1.3 -0.2 1.1
C -0.426005 0.776258 2.574459 0.0 0.0 -0.2
C 0.962476 1.207167 2.166197 -0.1 -0.1 0.1
N 1.066613 1.481070 0.730208 0.5 0.6 0.3
C 0.184901 2.529471 0.236591 -0.1 0.0 0.0
C -0.585002 2.111580 -1.002487 -0.1 0.1 -0.1
C -1.637916 2.881421 -1.484937 0.1 0.0 0.0
C -2.325126 2.447370 -2.605401 0.0 0.0 0.1
C -1.948687 1.258575 -3.213240 0.0 0.0 0.0
C -0.886829 0.551460 -2.674998 -0.1 0.1 -0.1
N -0.222613 0.981978 -1.601929 -0.5 0.5 -0.5
C -0.968298 1.202836 3.773555 0.0 0.0 0.0
H -4.022119 -0.283061 3.624322 0.0 0.0 0.0
H 1.671341 0.401133 2.380029 0.0 0.0 0.0
H 1.258640 2.078399 2.767933 0.0 -0.1 0.0
H 2.047188 1.693308 0.499530 -0.1 0.0 0.0
H 0.742262 3.442564 -0.005028 0.0 0.0 0.0
H -0.545658 2.795106 1.005678 0.0 0.0 0.0
H -1.916443 3.791692 -0.968628 0.0 0.0 0.0
H -3.154102 3.027206 -2.992357 0.0 0.0 0.0
H -2.473655 0.876489 -4.077536 0.0 0.0 0.0
H -0.554778 -0.395180 -3.091165 0.0 0.0 0.0
H -0.387901 1.849086 4.422035 0.0 0.0 0.0
O 0.031764 -2.845847 -3.371875 0.0 0.0 0.1
C 0.617406 -3.012370 -2.315651 0.0 -0.3 0.0
C 1.333876 -4.319660 -1.926406 0.0 0.1 0.0
C 1.947503 -4.008050 -0.564006 0.0 0.1 0.0
C 1.500466 -2.571795 -0.317185 0.2 -0.9 0.0
O 1.805004 -1.885118 0.667502 0.1 -0.1 0.0
N 0.743397 -2.101253 -1.316967 -0.2 -0.3 -0.4
H 2.073392 -4.559335 -2.690073 0.0 0.0 0.0
H 0.606975 -5.131349 -1.903430 0.0 0.0 0.0
H 3.037497 -4.039271 -0.557992 0.0 0.0 0.0
H 1.589898 -4.650037 0.240912 0.0 0.0 0.0
O 3.755217 1.671827 -0.357146 -0.3 -0.2 -0.1
C 3.553905 0.760465 -1.179003 0.3 0.0 0.0
O 2.528983 0.036422 -1.319421 1.0 0.4 -0.4
H 4.385789 0.537779 -1.887749 -0.1 0.0 0.0

***

Entry 2:
43
Properties=species:S:1:pos:R:3:forces:R:3 method="wB97M-V/def2-TZVPD" multiplicity=3 energy_ev=-42930.629 homo_lumo_gap_ev="5.8 / 5.6" total_charge=0 homo_energy_ev="-5.985 / -8.265"
Pt -0.720074 -0.191003 1.265275 0.3 0.5 -2.2
C -2.243245 2.204110 -2.410917 0.1 0.2 -1.0
C -0.896301 1.605443 -2.618349 0.0 -1.7 2.8
N -0.329611 1.601060 -3.765803 1.6 0.4 -2.6
C 0.869908 0.985296 -3.936711 -1.1 1.0 1.1
C 1.551436 0.283394 -2.945158 -0.8 -0.9 0.3
C 2.700803 -0.541228 -3.392795 1.3 0.8 0.0
O 2.879967 -1.749562 -2.674747 1.8 -0.6 -0.7
C 1.059487 0.303104 -1.641560 -0.8 -0.1 0.5
C 1.699317 -0.256739 -0.512562 -0.1 0.1 -0.4
N 1.248293 -0.198345 0.744254 -0.6 -0.4 2.4
C 2.138066 -0.463778 1.788659 0.0 -0.9 0.5
C 3.481104 -0.104339 1.640191 0.1 0.4 -0.7
C 4.462339 -0.411153 2.541399 0.3 -1.0 1.8
C 4.114805 -1.137519 3.684583 -1.8 -0.3 0.7
C 2.754714 -1.437272 3.973825 0.4 -0.3 -1.6
C 1.783793 -1.152622 2.996609 0.8 0.6 -0.1
I -0.257217 -1.714938 3.217438 0.6 0.3 0.2
C -0.255435 0.908659 -1.479763 0.0 0.8 -1.1
O -0.919695 0.862861 -0.406906 -0.5 0.9 0.1
H -2.411213 2.785464 -3.343487 -0.5 -0.5 0.7
H -2.186539 2.892871 -1.579625 -0.1 0.2 0.3
H -3.010253 1.433960 -2.174690 0.5 0.5 -0.3
H 1.405970 1.202731 -4.843550 -0.2 -0.2 -0.6
H 3.599988 0.103721 -3.234755 -0.2 -0.4 -0.5
H 2.549597 -0.761873 -4.458644 0.3 0.2 0.1
H 3.793136 -2.064858 -2.961687 -1.9 0.4 0.7
H 2.546763 -0.868320 -0.660585 1.0 -0.3 -0.3
H 3.715125 0.427746 0.732191 0.2 0.2 0.0
H 5.515568 -0.157336 2.493197 -0.2 0.2 -0.7
H 4.780253 -1.553804 4.428259 0.6 0.5 -0.2
H 2.542119 -2.063538 4.843967 -0.2 0.4 -0.2
O -3.253425 -0.747371 -0.909478 -0.1 0.1 1.5
C -3.576075 -0.485934 0.245355 1.1 0.2 -0.2
C -5.007440 -0.656926 0.788461 0.8 0.3 -0.4
C -4.992386 0.309036 1.979607 -0.9 1.1 0.6
C -3.516803 0.522460 2.339143 0.3 -0.4 -1.6
O -3.141796 1.082243 3.340206 0.3 -0.3 0.0
N -2.702037 0.041775 1.268576 -3.2 -0.7 0.8
H -5.128647 -1.750116 0.989045 0.0 0.9 0.3
H -5.697466 -0.416456 -0.026361 0.0 0.1 0.3
H -5.499808 -0.033892 2.899029 0.2 0.0 -0.5
H -5.447096 1.362989 1.778875 0.8 -1.9 0.0

***

Entry 3:
38
Properties=species:S:1:pos:R:3:forces:R:3 method="wB97M-V/def2-TZVPD" energy_ev=-25997.371 homo_lumo_gap_ev=5.0 total_charge=0 relative_energy_ev=5.1377 homo_energy_ev=-7.197
O 3.022694 3.266218 -1.599851 -0.5 -0.8 0.0
C 2.150560 2.415818 -1.630135 -0.1 0.2 0.0
C 0.714423 2.630281 -1.616320 -1.0 1.8 0.0
N -0.222603 1.644038 -1.681790 -0.2 -0.7 0.6
C -1.419674 2.273263 -1.657414 0.4 1.3 -0.2
C -1.178661 3.677002 -1.649207 0.8 -1.6 0.1
N 0.162381 3.883471 -1.599129 -0.4 -0.7 -0.2
H 2.370627 1.326852 -1.682275 0.4 0.0 0.0
H -2.390781 1.791379 -1.650761 0.2 -0.3 -0.1
H -1.923757 4.462099 -1.703428 0.3 0.0 0.1
C 3.055134 -0.653961 4.649519 0.2 -0.1 -0.5
O 3.463398 -0.878713 3.282460 -1.0 0.0 -0.2
C 2.516972 -0.881203 2.309165 -0.1 0.2 0.0
C 2.999501 -1.097513 0.994747 -0.1 -0.1 0.7
C 2.132354 -1.065314 -0.063421 -0.6 0.2 -0.1
C 0.739732 -0.791598 0.120191 0.6 0.3 0.9
C -0.070510 -0.737637 -1.042814 0.5 1.0 -0.6
C -1.435796 -1.092424 -1.186918 -1.7 -0.4 -0.3
C -1.994719 -1.108699 -2.503310 0.4 0.2 0.7
C -3.354943 -1.284057 -2.695324 -0.2 -0.1 0.1
C -4.210515 -1.415791 -1.588763 0.4 0.2 0.0
C -3.673772 -1.465906 -0.294605 0.0 -0.2 -0.1
C -2.298531 -1.399483 -0.094763 0.2 0.4 -0.5
C 0.284261 -0.515641 1.442299 0.2 -0.4 -0.4
C 1.137225 -0.626468 2.527106 0.6 0.0 0.2
H 4.003349 -0.658993 5.184246 -0.2 0.0 0.2
H 2.550449 0.315315 4.763557 0.2 -0.2 -0.1
H 2.407613 -1.467196 5.006232 0.2 0.2 -0.1
H 4.063624 -1.281965 0.873468 -0.2 0.0 -0.1
H 2.502455 -1.249357 -1.074025 -0.1 0.1 0.3
H 0.456387 -0.495111 -1.962614 0.0 -0.7 0.1
H -1.320013 -0.965612 -3.350766 -0.3 0.1 0.3
H -3.759878 -1.300285 -3.709986 0.1 0.0 0.4
H -5.291581 -1.469560 -1.737694 0.4 0.0 0.1
H -4.335193 -1.560167 0.569591 0.2 -0.1 -0.3
H -1.876322 -1.561896 0.896724 -0.3 0.1 -0.3
H -0.739209 -0.172746 1.609262 0.5 -0.1 -0.1
H 0.763309 -0.488434 3.546751 0.1 0.1 -0.5

***

Entry 4:
39
Properties=species:S:1:pos:R:3:forces:R:3 method="wB97M-V/def2-TZVPD" energy_ev=-45609.672 homo_lumo_gap_ev=8.9 total_charge=0 relative_energy_ev=14.7026 homo_energy_ev=-8.384
O -1.917491 -1.540428 2.251763 0.6 1.1 -5.2
C -1.952109 -1.110962 1.041359 -2.8 2.0 3.5
N -1.047061 -1.359359 0.009927 -3.9 -1.0 5.9
C -1.243169 -0.970038 -1.253052 -2.9 1.0 1.7
N -2.158694 -0.292813 -1.791173 -4.1 2.5 3.1
C -3.194601 0.195071 -0.686712 1.2 1.0 -5.1
C -4.223159 1.045795 -0.988581 8.1 -1.0 -14.7
C -5.133852 1.591529 -0.396103 -7.3 2.8 9.6
C -5.180174 1.122346 0.942878 5.6 -3.5 -1.5
C -4.114942 0.177592 1.457543 -8.3 7.1 -2.8
C -3.211770 0.005306 0.606173 10.5 -7.9 -0.2
H -4.241866 -0.061323 2.374540 0.0 -2.1 6.0
H -5.880707 1.236437 1.603373 -4.3 1.4 3.4
H -5.858694 2.345323 -0.562929 -0.3 0.5 -1.3
H -4.118202 1.511115 -2.300961 -0.2 -1.7 3.7
S -0.106844 -1.585033 -2.143543 6.3 -3.4 -5.0
C 0.417414 -2.998971 -0.980913 -0.3 7.6 2.0
C -0.058793 -2.300219 0.389786 6.8 11.0 -10.0
C 1.142377 -1.216085 0.861848 -6.1 -3.9 5.9
H 0.724994 -1.049456 2.070843 0.8 0.4 -3.6
H 1.063471 -0.395028 0.272919 -0.1 2.5 -1.5
S 2.585723 -1.952200 1.132064 5.2 -0.9 -1.2
C 3.514156 -1.039392 -0.361996 -0.8 -3.9 -0.4
C 3.340144 0.373908 -0.085644 -2.2 0.6 -6.4
C 2.551165 1.225686 -1.324029 1.9 -8.2 4.4
C 2.495287 2.443727 -0.913074 -6.4 -0.5 -7.9
C 3.124653 2.881410 0.097439 -0.7 13.1 1.7
C 3.998902 2.504461 0.891686 3.1 -9.0 3.6
C 4.023227 0.943114 0.859821 3.2 3.9 2.2
H 4.786240 0.370063 1.468052 -1.3 0.6 -0.4
H 4.522802 2.954002 1.656377 0.9 1.4 1.1
H 2.970222 4.105667 0.113465 0.3 -2.6 0.3
H 1.778745 3.018076 -1.527031 0.6 0.7 0.6
H 1.986407 0.430122 -1.895122 0.6 2.0 -0.1
H 3.046895 -1.558505 -1.351998 1.1 1.8 2.2
H 4.596485 -1.286093 -0.319768 -0.8 -0.3 0.0
H -0.252082 -3.027984 0.851624 -3.4 -9.4 8.2
H 1.439795 -3.051729 -0.814596 1.9 -1.0 -0.7
H -0.214890 -3.685147 -1.256270 -2.5 -4.6 -1.2